No. 1
ORCA calculation (ωB97M-V/def2-TZVPD) on a gas-phase ion, C16H20N2O2S (charge +2) in a non-equilibrium geometry.

XYZ file:
```
41
Properties=species:S:1:pos:R:3:mulliken_charge:R:1
C 0.28 3.65 -5.86 -0.744
C -0.46 4.89 -5.01 0.518
O 0.07 6.12 -5.24 -0.502
O -1.63 4.69 -4.13 -0.306
C -1.38 3.66 -3.10 -0.175
C -2.65 3.38 -2.10 -0.617
C -2.35 2.17 -0.99 -0.226
C -0.82 1.59 -1.10 -0.799
N -0.46 0.51 -0.11 0.306
C -1.06 -0.91 -0.13 0.036
C -0.63 -2.11 0.93 -0.630
C 0.52 -1.71 2.07 0.366
C 1.01 -2.88 3.10 0.375
C 1.26 -2.72 4.72 -0.380
C 1.81 -4.06 5.55 -0.069
N 2.09 -5.40 4.85 -0.009
S 2.72 -6.82 5.71 -0.012
C 1.85 -5.61 3.35 -0.084
C 1.31 -4.38 2.42 -0.536
C 1.10 -0.18 2.11 -0.555
C 0.56 0.89 0.98 0.059
H -0.50 2.84 -6.22 0.276
H 1.03 3.15 -5.09 0.219
H 0.94 4.08 -6.74 0.301
H -1.13 2.66 -3.66 0.182
H -0.50 4.06 -2.43 0.258
H -2.90 4.36 -1.49 0.269
H -3.63 3.11 -2.69 0.311
H -2.50 2.58 0.12 0.263
H -3.11 1.27 -1.20 0.279
H 0.00 2.43 -1.00 0.246
H -0.67 1.12 -2.18 0.274
H -1.86 -1.23 -0.96 0.371
H -1.11 -3.20 0.88 0.364
H 1.05 -1.69 5.24 0.351
H 2.01 -3.92 6.72 0.381
H 3.59 -7.41 4.73 0.228
H 2.10 -6.65 2.83 0.367
H 1.13 -4.51 1.25 0.341
H 1.89 0.21 2.88 0.347
H 1.01 1.99 1.01 0.361
```

Computed properties:
* relative energy (zero: lowest compared OMol25 entry of this formula, charge and spin): 442.3 kcal/mol
* charge: +2
* lowest unoccupied orbital energy: -8.60 eV
* HOMO energy: -13.6 eV


No. 2
ORCA calculation (ωB97M-V/def2-TZVPD) on a molecular structure, C69H49CaN4P in a non-equilibrium geometry.

XYZ file:
```
124
Properties=species:S:1:pos:R:3:mulliken_charge:R:1
Ca -0.67 0.66 -0.32 3.136
C 2.73 -1.98 4.86 -0.558
C 3.47 -0.81 4.74 -0.787
C 3.15 0.12 3.76 -0.142
C 2.09 -0.10 2.88 -0.841
C 1.35 -1.27 3.02 0.508
C 1.67 -2.21 3.99 -0.895
C 1.78 0.91 1.83 -1.317
C 0.62 1.66 1.92 -0.669
C 0.31 2.81 1.08 -0.785
C -1.03 3.01 1.17 -1.104
C -1.54 2.02 2.09 -0.114
N -0.54 1.27 2.61 -0.041
C -2.94 1.69 2.20 0.646
C -3.61 1.56 0.94 -0.513
C -5.00 1.48 0.58 -1.609
C -5.04 1.28 -0.78 -1.008
C -3.68 1.25 -1.25 -0.371
C -3.25 1.21 -2.60 1.180
C -4.33 0.96 -3.60 -0.774
C -4.96 2.01 -4.26 0.269
C -5.98 1.77 -5.18 -0.764
C -6.38 0.47 -5.44 -0.351
C -5.76 -0.59 -4.79 -0.735
C -4.74 -0.34 -3.88 0.195
C -1.97 1.44 -3.11 -0.146
N -0.81 1.61 -2.35 -0.316
C 0.18 1.97 -3.18 -0.199
C 1.53 2.30 -2.77 1.309
C 2.37 3.07 -3.70 0.023
C 3.71 2.76 -3.93 -0.333
C 4.52 3.51 -4.77 -0.736
C 3.99 4.60 -5.46 -0.435
C 2.65 4.92 -5.27 -0.797
C 1.86 4.18 -4.41 -0.398
C 2.09 1.94 -1.52 -1.047
C 3.28 2.63 -0.92 -1.108
C 3.52 2.10 0.27 -1.469
C 2.58 0.94 0.50 3.723
N 1.63 1.05 -0.65 0.165
C -0.32 2.00 -4.54 -1.517
C -1.64 1.65 -4.49 -1.421
N -2.85 1.40 -0.18 0.622
C -3.53 1.31 3.48 0.422
C -2.94 1.72 4.68 -0.302
C -3.47 1.36 5.91 -0.792
C -4.62 0.57 5.98 -0.530
C -5.21 0.14 4.80 -0.896
C -4.67 0.49 3.57 0.570
H 2.98 -2.71 5.62 0.355
H 4.30 -0.62 5.42 0.397
H 3.73 1.03 3.67 0.354
H 0.53 -1.46 2.33 0.831
H 1.09 -3.12 4.06 0.492
H 1.04 3.41 0.55 0.460
H -1.62 3.79 0.70 0.464
H -5.84 1.60 1.24 0.704
H -5.92 1.19 -1.40 0.483
H -4.65 3.03 -4.04 0.436
H -6.46 2.61 -5.68 0.367
H -7.18 0.28 -6.15 0.343
H -6.07 -1.60 -4.98 0.389
H -4.26 -1.16 -3.35 0.466
H 4.13 1.89 -3.42 0.426
H 5.56 3.24 -4.91 0.386
H 4.61 5.18 -6.13 0.364
H 2.22 5.77 -5.79 0.360
H 0.82 4.45 -4.25 0.483
H 3.79 3.46 -1.38 0.555
H 4.30 2.39 0.97 0.457
H 0.25 2.24 -5.42 0.587
H -2.33 1.58 -5.32 0.481
H -2.03 2.31 4.64 0.356
H -2.98 1.68 6.82 0.360
H -5.03 0.29 6.94 0.361
H -6.08 -0.51 4.83 0.350
H -5.10 0.08 2.66 0.030
C -2.57 -3.78 5.17 -0.760
C -3.15 -4.59 4.19 -0.663
C -3.27 -4.12 2.89 -0.271
C -2.82 -2.84 2.54 -0.193
C -2.25 -2.05 3.53 -0.424
C -2.12 -2.51 4.83 -0.889
P -2.89 -2.09 0.86 2.208
C -4.28 -3.02 0.10 0.054
C -5.50 -3.17 0.77 -0.510
C -6.60 -3.74 0.14 -0.611
C -6.51 -4.16 -1.18 -0.547
C -5.31 -4.01 -1.86 -0.460
C -4.21 -3.45 -1.23 -0.962
C -1.41 -2.74 0.01 -0.105
C -1.16 -4.12 -0.06 -0.208
C -0.04 -4.60 -0.72 -0.829
C 0.82 -3.68 -1.32 -0.829
C 0.56 -2.32 -1.23 -0.510
C -0.56 -1.76 -0.56 0.613
H -2.48 -4.15 6.18 0.361
H -3.50 -5.58 4.44 0.392
H -3.73 -4.75 2.13 0.336
H -1.88 -1.06 3.29 0.488
H -1.66 -1.87 5.58 0.553
H -5.59 -2.83 1.79 0.466
H -7.53 -3.84 0.68 0.393
H -7.37 -4.60 -1.68 0.346
H -5.23 -4.32 -2.90 0.410
H -3.27 -3.33 -1.77 0.377
H -1.85 -4.83 0.40 0.214
H 0.16 -5.66 -0.77 0.346
H 1.70 -4.03 -1.85 0.350
H 1.26 -1.64 -1.71 0.215
C 3.34 -0.42 0.25 -1.139
C 4.83 -0.48 0.53 -0.172
C 5.33 -1.17 1.64 0.025
C 6.69 -1.25 1.88 -0.880
C 7.59 -0.64 1.02 -0.422
C 7.11 0.03 -0.10 -0.839
C 5.75 0.10 -0.34 -0.065
H 2.85 -1.21 0.80 0.369
H 3.18 -0.62 -0.80 0.590
H 4.63 -1.65 2.31 0.516
H 7.05 -1.79 2.75 0.397
H 8.66 -0.70 1.21 0.357
H 7.80 0.50 -0.79 0.391
H 5.38 0.63 -1.21 0.474
```

Computed properties:
* relative energy (zero: lowest compared OMol25 entry of this formula, charge and spin): 0.0 kcal/mol
* charge: -2
* lowest unoccupied orbital energy (spin up / spin down): 4.14 / 4.14 eV
* HOMO energy (spin up / spin down): -0.7 / -0.5 eV


No. 3
ORCA calculation (ωB97M-V/def2-TZVPD) on a molecular structure, C6H13NO in a non-equilibrium geometry.

XYZ file:
```
21
Properties=species:S:1:pos:R:3:mulliken_charge:R:1
C 0.67 -1.36 -1.11 -1.068
N 0.21 -0.04 -0.67 -0.062
C -1.52 -0.04 0.02 0.606
C -2.44 0.54 -0.79 -1.131
O -1.77 -1.21 0.70 -0.496
H -2.47 -1.69 0.22 0.326
H 0.06 0.61 -1.43 0.371
H 1.75 -1.37 -1.20 0.316
H 0.21 -1.60 -2.07 0.376
H 0.37 -2.11 -0.37 0.348
H -2.19 1.42 -1.37 0.229
H -3.47 0.21 -0.80 0.219
C 1.53 -0.24 1.48 -1.285
C 0.83 0.65 0.49 0.505
C 1.27 1.92 0.25 -1.004
H -0.79 0.65 0.94 0.155
H 2.44 -0.67 1.05 0.283
H 1.84 0.36 2.33 0.464
H 0.88 -1.04 1.83 0.274
H 0.78 2.54 -0.50 0.257
H 1.81 2.46 1.01 0.317
```

Computed properties:
* relative energy (zero: lowest compared OMol25 entry of this formula, charge and spin): 136.8 kcal/mol
* lowest unoccupied orbital energy: 0.76 eV
* HOMO energy: -6.5 eV


No. 4
ORCA calculation (ωB97M-V/def2-TZVPD) on a gas-phase ion, C3H10PS3 (charge +1) in a non-equilibrium geometry.

XYZ file:
```
17
Properties=species:S:1:pos:R:3:mulliken_charge:R:1
C -1.70 0.08 -1.87 -1.500
C -0.36 0.47 -1.17 -0.481
C -0.07 -0.57 -0.19 -0.522
P 0.90 -0.03 1.44 0.655
S 2.20 -1.67 1.97 -0.219
S -0.34 0.21 2.99 -0.128
S 1.97 1.73 1.03 -0.170
H -2.51 0.39 -1.40 0.518
H -1.75 -0.97 -2.10 0.369
H -1.72 0.66 -2.76 0.388
H 0.50 0.67 -1.80 0.379
H -0.53 1.35 -0.62 0.346
H 0.36 -1.56 -0.64 0.372
H -0.96 -0.73 0.34 0.322
H 1.68 -2.56 0.94 0.238
H -0.85 1.30 2.62 0.212
H 3.18 1.24 1.22 0.221
```

Computed properties:
* relative energy (zero: lowest compared OMol25 entry of this formula, charge and spin): 0.0 kcal/mol
* charge: +1
* lowest unoccupied orbital energy: -4.34 eV
* HOMO energy: -14.5 eV